13
Properties=species:S:1:pos:R:3:forces:R:3 method="wB97M-V/def2-TZVPD" smiles="COCC(N)=O" gap_ev=10.7 multiplicity=1 relative_energy_kj_mol=214.0 total_charge=0 energy_ha=-323.69946
C 1.76338 0.88477 -0.50346 0.281 0.194 -0.093
O 0.69929 0.41648 0.29691 -0.073 0.043 0.133
C 0.17093 -0.76286 -0.25653 -0.225 0.162 -0.321
C -1.31313 -0.91392 -0.02387 -0.600 0.087 -0.186
N -1.87818 0.20354 -0.65984 -0.891 -0.015 0.551
O -1.91602 -1.91891 0.26854 0.370 0.414 -0.144
H 1.43111 1.08517 -1.53533 0.009 -0.011 0.230
H 2.58671 0.15588 -0.55036 -0.137 0.099 0.064
H 2.12759 1.80931 -0.05322 -0.012 -0.103 -0.050
H 0.79340 -1.64542 -0.01548 -0.426 0.331 -0.449
H -0.12784 -0.48111 -1.30610 2.158 -1.267 -0.010
H -2.77536 0.07336 -1.08466 -0.534 0.119 0.479
H -1.65156 1.11573 -0.29502 0.079 -0.052 -0.204